The following is a quantum chemistry calculation of C20H23HfNO6S as an isolated structure, from the Open Molecules 2025 dataset.

The geometry in ORCA input format:
```
! wB97M-V def2-TZVPD RIJCOSX def2/J DEFGRID3
* xyz 2 1
Hf -0.53 -1.49 0.50
O -2.13 -2.56 -0.61
C -3.47 -2.63 -0.03
C -3.30 -2.93 1.45
N -2.21 -2.04 2.04
C -1.56 -2.68 3.22
C -0.36 -3.50 2.78
O 0.07 -4.53 3.23
O 0.17 -2.94 1.66
C -2.86 -0.73 2.43
C -1.97 0.48 2.33
O -2.06 1.54 2.85
O -1.10 0.25 1.33
H -2.03 -2.57 -1.61
H -3.96 -3.48 -0.34
H -3.90 -1.75 -0.34
H -2.98 -3.90 1.67
H -4.32 -2.74 1.80
H -2.25 -3.35 3.76
H -1.17 -2.01 4.03
H -3.24 -0.85 3.47
H -3.74 -0.62 1.85
O -0.20 -1.17 -1.61
S 0.60 -0.32 -2.63
C 2.15 0.05 -1.74
C 1.97 0.23 -0.27
C 2.01 1.53 0.30
C 2.11 1.57 1.67
C 2.17 0.41 2.50
C 2.09 -0.83 1.93
C 1.93 -0.92 0.50
C -0.25 1.25 -2.59
C 0.72 2.36 -2.89
C 1.59 2.35 -3.99
C 2.50 3.31 -4.20
C 2.66 4.34 -3.27
C 1.74 4.47 -2.25
C 0.81 3.46 -2.05
H 2.57 0.96 -2.24
H 2.86 -0.80 -2.12
H 2.14 2.37 -0.27
H 2.06 2.50 2.27
H 2.23 0.51 3.54
H 2.17 -1.70 2.47
H 2.05 -1.91 0.09
H -0.69 1.45 -1.60
H -1.11 1.10 -3.31
H 1.48 1.51 -4.66
H 3.13 3.21 -5.05
H 3.47 4.99 -3.38
H 1.73 5.21 -1.53
H 0.20 3.53 -1.08
*
```

As for the HOMO-LUMO gap: 8.1 eV. The strongest force on any atom comes out at 3.7 eV/Å.

The following is a quantum chemistry calculation of one molecule with the formula C20H23N3, from the Open Molecules 2025 dataset.

The geometry in ORCA input format:
```
! wB97M-V def2-TZVPD RIJCOSX def2/J DEFGRID3
* xyz 0 1
N 2.39 5.97 3.10
C 1.60 5.77 2.29
C 0.59 5.47 1.30
C -0.11 6.53 0.69
C -1.13 6.22 -0.33
C -1.43 4.89 -0.70
N -2.27 4.33 -1.67
C -2.17 2.92 -1.68
C -1.24 2.55 -0.67
C -0.73 1.20 -0.38
C -0.35 0.54 -1.46
C 0.10 -0.96 -1.51
C 0.43 -1.43 -0.13
N 0.64 -2.88 -0.11
C 1.22 -3.31 1.18
C 2.04 -4.54 0.98
C 1.37 -5.73 0.22
C 0.72 -5.33 -1.14
C -0.18 -3.98 -0.78
C -0.63 -0.94 0.88
C -0.74 0.59 0.98
C -0.80 3.87 -0.14
C 0.15 4.17 0.87
H 0.08 7.59 0.96
H -1.62 7.04 -0.84
H -2.84 4.91 -2.28
H -2.52 2.19 -2.39
H -0.23 1.10 -2.42
H 0.89 -1.18 -2.27
H -0.76 -1.52 -1.78
H 1.32 -0.91 0.25
H 0.24 -3.43 1.74
H 1.84 -2.57 1.76
H 2.96 -4.38 0.51
H 2.33 -4.87 2.07
H 0.46 -5.91 0.84
H 1.92 -6.71 0.30
H 1.39 -5.12 -2.00
H -0.01 -6.17 -1.43
H -0.82 -3.73 -1.64
H -0.90 -4.37 0.02
H -0.52 -1.39 1.86
H -1.57 -1.41 0.54
H 0.03 0.93 1.62
H -1.74 0.69 1.53
H 0.59 3.32 1.27
*
```

Its SMILES is N#Cc1ccc2[nH]cc(C3=CC[C@H](N4CCCCC4)CC3)c2c1. As for the HOMO-LUMO gap: 8.3 eV. The strongest force on any atom comes out at 5.1 eV/Å.

The following is a quantum chemistry calculation of one molecule with the formula C20H23N3O2S, from the Open Molecules 2025 dataset.

The geometry in ORCA input format:
```
! wB97M-V def2-TZVPD RIJCOSX def2/J DEFGRID3
* xyz 0 1
C -2.66 -2.76 2.52
C -1.57 -2.20 1.62
N -1.94 -2.07 0.22
C -3.35 -2.08 -0.17
C -3.93 -0.69 0.09
O -4.58 -0.42 1.08
N -3.61 0.19 -0.88
C -3.71 1.62 -0.66
C -2.40 2.14 -0.16
C -1.93 2.11 1.11
C -0.61 2.58 1.23
C -0.09 2.96 0.03
S -1.20 2.74 -1.26
C -1.06 -1.63 -0.71
O -1.43 -1.32 -1.84
C 0.39 -1.55 -0.30
C 1.25 -0.95 -1.42
C 2.70 -0.95 -1.05
C 3.68 -1.75 -1.57
N 4.88 -1.47 -0.97
C 4.69 -0.49 -0.04
C 5.60 0.13 0.81
C 5.11 1.12 1.65
C 3.76 1.48 1.64
C 2.86 0.87 0.79
C 3.32 -0.13 -0.07
H -2.95 -3.76 2.21
H -2.28 -2.81 3.53
H -3.54 -2.11 2.52
H -1.28 -1.21 2.01
H -0.69 -2.85 1.68
H -3.89 -2.84 0.40
H -3.39 -2.32 -1.24
H -2.96 -0.12 -1.59
H -3.99 2.10 -1.60
H -4.49 1.78 0.09
H -2.52 1.76 1.94
H -0.07 2.64 2.16
H 0.89 3.36 -0.18
H 0.49 -0.93 0.60
H 0.75 -2.55 -0.06
H 1.10 -1.53 -2.33
H 0.92 0.07 -1.62
H 3.61 -2.50 -2.34
H 5.76 -1.91 -1.18
H 6.64 -0.15 0.82
H 5.78 1.62 2.33
H 3.42 2.26 2.31
H 1.82 1.16 0.79
*
```

Its SMILES is CCN(CC(=O)NCc1cccs1)C(=O)CCc1c[nH]c2ccccc12. As for the HOMO-LUMO gap: 8.6 eV. The strongest force on any atom comes out at 0.7 eV/Å.

The following is a quantum chemistry calculation of one molecule with the formula C20H23N3O3, from the Open Molecules 2025 dataset.

The geometry in ORCA input format:
```
! wB97M-V def2-TZVPD RIJCOSX def2/J DEFGRID3
* xyz 0 1
C 3.66 -2.66 -0.85
C 2.99 -2.61 0.52
O 2.27 -1.40 0.70
C 3.00 -0.27 1.02
C 3.80 -0.19 2.15
C 4.44 1.00 2.46
C 4.28 2.10 1.65
C 3.50 2.04 0.52
C 2.86 0.85 0.18
N 2.09 0.67 -0.96
C 1.56 1.61 -1.79
O 1.71 2.81 -1.68
C 0.74 1.00 -2.92
C -0.55 0.36 -2.39
N -1.14 1.19 -1.37
C -2.18 0.69 -0.63
C -3.15 1.49 -0.02
C -4.16 0.94 0.75
C -5.18 1.83 1.38
C -4.21 -0.45 0.94
C -5.29 -1.07 1.77
C -3.24 -1.24 0.36
C -2.23 -0.69 -0.41
N -1.21 -1.48 -0.96
C -0.29 -1.04 -1.83
O 0.65 -1.73 -2.20
H 4.17 -3.61 -0.98
H 2.91 -2.54 -1.63
H 4.39 -1.85 -0.94
H 2.24 -3.40 0.60
H 3.73 -2.74 1.31
H 3.90 -1.05 2.79
H 5.06 1.05 3.35
H 4.78 3.03 1.90
H 3.37 2.90 -0.12
H 1.84 -0.30 -1.13
H 0.49 1.80 -3.62
H 1.32 0.24 -3.44
H -1.24 0.22 -3.25
H -1.17 2.18 -1.58
H -3.10 2.56 -0.17
H -5.17 1.72 2.47
H -6.18 1.57 1.04
H -4.99 2.87 1.14
H -5.26 -0.68 2.79
H -5.18 -2.15 1.81
H -6.27 -0.83 1.36
H -3.25 -2.31 0.51
H -1.10 -2.42 -0.61
*
```

Its SMILES is CCOc1ccccc1NC(=O)C[C@@H]1Nc2cc(C)c(C)cc2NC1=O. As for the HOMO-LUMO gap: 8.4 eV. The strongest force on any atom comes out at 0.6 eV/Å.

The following is a quantum chemistry calculation of one molecule with the formula C20H23N3O3, from the Open Molecules 2025 dataset.

The geometry in ORCA input format:
```
! wB97M-V def2-TZVPD RIJCOSX def2/J DEFGRID3
* xyz 0 1
C -6.78 -2.54 -0.99
C -6.00 -1.53 -1.82
O -4.68 -1.33 -1.30
C -4.56 -0.46 -0.28
O -5.49 0.14 0.20
C -3.11 -0.35 0.12
N -2.92 0.47 1.30
C -3.41 -0.17 2.49
C -1.54 0.90 1.43
C -1.15 1.83 0.33
C -2.02 2.73 -0.33
N -1.38 3.39 -1.28
N -0.13 2.94 -1.25
C 0.07 2.00 -0.29
C 1.37 1.38 -0.09
C 1.79 1.02 1.21
C 3.00 0.43 1.42
C 3.88 0.16 0.35
C 5.13 -0.44 0.55
C 5.96 -0.68 -0.52
O 7.20 -1.26 -0.45
C 7.68 -1.65 0.81
C 5.56 -0.32 -1.82
C 4.35 0.26 -2.04
C 3.47 0.53 -0.96
C 2.21 1.13 -1.15
H -7.74 -2.72 -1.45
H -6.23 -3.48 -0.91
H -6.94 -2.14 0.02
H -5.84 -1.90 -2.84
H -6.52 -0.57 -1.85
H -2.58 0.10 -0.72
H -2.71 -1.38 0.25
H -2.87 -1.10 2.73
H -3.31 0.51 3.33
H -4.47 -0.39 2.36
H -0.84 0.04 1.45
H -1.45 1.42 2.40
H -3.06 2.89 -0.14
H 0.56 3.34 -1.87
H 1.14 1.24 2.05
H 3.31 0.17 2.42
H 5.41 -0.70 1.55
H 8.66 -2.08 0.63
H 7.04 -2.40 1.28
H 7.78 -0.79 1.49
H 6.24 -0.53 -2.64
H 4.04 0.54 -3.04
H 1.91 1.38 -2.16
*
```

Its SMILES is CCOC(=O)CN(C)Cc1cn[nH]c1-c1ccc2cc(OC)ccc2c1. As for the HOMO-LUMO gap: 8.4 eV. The strongest force on any atom comes out at 0.8 eV/Å.

The following is a quantum chemistry calculation of one molecule with the formula C20H23N3O4, from the Open Molecules 2025 dataset.

The geometry in ORCA input format:
```
! wB97M-V def2-TZVPD RIJCOSX def2/J DEFGRID3
* xyz 0 1
O 1.23 -3.87 -0.09
C 0.70 -2.93 -0.65
N 0.07 -3.05 -1.85
C -0.21 -4.33 -2.45
C -1.61 -4.83 -2.07
C -2.65 -3.80 -2.42
C -3.08 -2.89 -1.47
C -3.99 -1.89 -1.80
C -4.46 -1.79 -3.10
C -4.03 -2.70 -4.06
C -3.13 -3.69 -3.72
C 0.74 -1.55 -0.09
C -0.27 -0.60 -0.30
C -0.20 0.64 0.27
C 0.89 1.04 1.08
N 0.94 2.26 1.63
C -0.03 3.31 1.45
C 0.42 4.55 2.23
C 1.76 5.12 1.72
C 1.48 6.62 1.64
C -0.01 6.64 1.34
O -0.55 5.58 2.10
C 1.91 0.07 1.29
N 3.07 0.33 2.06
O 3.91 -0.53 2.15
O 3.18 1.43 2.62
C 1.81 -1.20 0.71
H -0.40 -2.25 -2.24
H -0.12 -4.23 -3.53
H 0.55 -5.03 -2.08
H -1.63 -5.03 -1.00
H -1.80 -5.76 -2.60
H -2.72 -2.97 -0.45
H -4.32 -1.20 -1.05
H -5.16 -1.02 -3.36
H -4.40 -2.63 -5.07
H -2.80 -4.39 -4.47
H -1.15 -0.85 -0.89
H -1.01 1.34 0.11
H 1.75 2.45 2.21
H -1.01 3.00 1.83
H -0.13 3.57 0.39
H 0.48 4.29 3.30
H 2.58 4.88 2.39
H 1.98 4.72 0.73
H 2.07 7.12 0.87
H 1.68 7.10 2.60
H -0.52 7.55 1.65
H -0.20 6.47 0.27
H 2.59 -1.92 0.90
*
```

Its SMILES is O=C(NCCc1ccccc1)c1ccc(NC[C@H]2CCCO2)c([N+](=O)[O-])c1. As for the HOMO-LUMO gap: 8.0 eV. The strongest force on any atom comes out at 1.4 eV/Å.

The following is a quantum chemistry calculation of C20H23N3O5S as an isolated structure, from the Open Molecules 2025 dataset.

The geometry in ORCA input format:
```
! wB97M-V def2-TZVPD RIJCOSX def2/J DEFGRID3
* xyz 0 1
C -2.55 -0.94 -1.51
C -1.91 -1.19 -2.50
C -1.13 -0.24 -3.28
N -1.48 1.21 -2.93
C -0.73 2.17 -2.74
O 0.68 2.11 -3.01
C -1.05 3.63 -2.23
O -2.13 3.04 -1.19
C -1.64 2.49 -0.05
C -2.61 2.21 0.97
C -2.06 1.47 2.09
C -0.87 1.28 2.34
C -0.10 1.87 1.53
C -0.17 2.32 0.34
H 0.42 2.56 -0.41
H 1.24 1.76 1.68
N -0.60 0.96 3.72
S -0.86 -0.75 3.68
O -2.26 -1.15 3.46
O -0.30 -1.32 4.95
C 0.07 -1.49 2.31
C 1.65 -1.75 2.51
C 2.40 -2.12 1.54
C 1.98 -1.91 0.19
C 0.39 -1.93 -0.02
C -0.35 -1.39 1.16
H -1.50 -0.95 0.93
H 0.16 -1.74 -0.96
N 2.76 -2.15 -0.88
C 2.48 -2.21 -2.12
O 1.41 -2.22 -2.66
C 3.60 -2.64 -3.00
H 4.48 -1.81 -2.76
H 4.05 -3.45 -2.66
H 3.43 -2.58 -4.04
H 3.79 -2.58 -0.46
H 3.19 -2.45 1.72
H 2.02 -1.70 3.66
C 0.76 1.12 4.29
H 0.95 2.19 4.32
H 1.66 0.94 3.84
H 0.96 0.77 5.18
H -2.95 1.35 2.75
H -3.67 2.47 0.64
H -1.68 3.85 -3.05
H -0.38 4.11 -1.65
H -2.44 1.52 -2.67
H -0.15 -0.18 -3.22
H -1.44 -0.38 -4.48
H -1.67 -2.19 -3.18
H -3.12 -1.88 -1.05
H -2.76 -0.09 -1.10
*
```

As for the HOMO-LUMO gap: 8.5 eV. The strongest force on any atom comes out at 15.3 eV/Å.

The following is a quantum chemistry calculation of a 4-piece molecular cluster, C20H23N4O10PSi overall, from the Open Molecules 2025 dataset.

The geometry in ORCA input format:
```
! wB97M-V def2-TZVPD RIJCOSX def2/J DEFGRID3
* xyz 0 1
N -0.76 -0.94 -3.51
P -0.09 0.54 -3.79
O 0.47 0.72 -5.45
O 1.34 0.63 -2.78
Si -1.41 2.20 -3.16
C -3.17 2.20 -3.95
C -3.65 0.75 -4.56
O -3.32 0.23 -5.75
O -4.59 -0.04 -3.73
H -1.73 -0.79 -3.11
H 1.30 1.32 -5.34
H 1.71 1.57 -2.76
H -1.48 2.12 -1.68
H -0.70 3.47 -3.44
H -3.18 3.05 -4.78
H -3.92 2.46 -3.07
H -5.32 0.62 -3.46
O 1.55 1.15 2.07
N 2.08 1.37 0.97
O 1.49 1.80 -0.03
C 3.52 1.11 0.85
C 4.23 0.60 1.95
C 5.59 0.33 1.82
C 6.24 0.58 0.60
C 5.54 1.10 -0.48
C 4.17 1.37 -0.36
H 3.74 0.40 2.90
H 6.15 -0.07 2.66
H 7.31 0.36 0.51
H 6.05 1.29 -1.42
H 3.64 1.77 -1.22
O 5.32 -3.43 3.16
N 4.50 -2.97 2.35
O 4.78 -2.14 1.47
C 3.11 -3.44 2.43
C 2.75 -4.35 3.43
C 1.42 -4.77 3.52
C 0.47 -4.29 2.62
C 0.84 -3.40 1.62
C 2.16 -2.96 1.52
H 3.48 -4.73 4.14
H 1.13 -5.48 4.30
H -0.57 -4.62 2.70
H 0.09 -3.03 0.92
H 2.43 -2.26 0.73
O -7.23 1.01 -0.36
N -6.01 1.15 -0.55
O -5.48 1.18 -1.67
C -5.14 1.27 0.62
C -5.70 1.20 1.91
C -4.87 1.30 3.02
C -3.49 1.46 2.86
C -2.94 1.54 1.58
C -3.76 1.45 0.45
H -6.77 1.07 2.05
H -5.29 1.24 4.02
H -2.84 1.53 3.73
H -1.87 1.68 1.46
H -3.32 1.51 -0.54
*
```

Its SMILES is N=P(O)(O)[SiH2]CC(=O)O.O=[N+]([O-])c1ccccc1.O=[N+]([O-])c1ccccc1.O=[N+]([O-])c1ccccc1. As for the HOMO-LUMO gap: 7.8 eV. The strongest force on any atom comes out at 8.9 eV/Å.

The following is a quantum chemistry calculation of C20H23N4O9P2V as an isolated structure, from the Open Molecules 2025 dataset.

The geometry in ORCA input format:
```
! wB97M-V def2-TZVPD RIJCOSX def2/J DEFGRID3
* xyz -1 4
V 0.07 -0.04 -0.60
C -1.49 -0.72 1.81
N -0.13 -0.15 1.65
C 0.91 -1.14 1.95
C 0.80 -2.32 1.01
C 1.22 -3.59 1.38
C 1.10 -4.63 0.48
C 0.47 -4.37 -0.73
C 0.04 -3.09 -1.01
N 0.26 -2.05 -0.19
C -0.03 1.07 2.56
C 1.15 1.93 2.39
C 2.32 1.72 3.10
C 3.54 2.26 2.74
C 3.58 2.93 1.47
C 2.47 3.19 0.77
N 1.17 2.87 1.30
C -2.48 -0.08 0.87
C -3.75 0.30 1.27
C -4.61 0.83 0.32
C -4.18 0.99 -0.99
C -2.89 0.63 -1.31
N -2.05 0.11 -0.39
H -1.85 -0.63 2.84
H -1.44 -1.78 1.57
H 0.83 -1.50 2.98
H 1.87 -0.63 1.82
H 1.64 -3.74 2.36
H 1.45 -5.62 0.72
H 0.30 -5.16 -1.46
H -0.47 -2.86 -1.94
H -0.02 0.70 3.59
H -0.96 1.62 2.39
H 2.26 1.02 3.94
H 4.43 2.06 3.31
H 4.53 3.18 1.01
H 2.50 3.63 -0.21
H -4.05 0.18 2.30
H -5.61 1.13 0.61
H -4.83 1.41 -1.75
H -2.48 0.76 -2.30
O 2.80 -1.18 -2.41
P 2.99 0.28 -1.74
O 4.41 0.64 -1.70
O 2.11 0.38 -0.50
O 2.22 1.25 -2.85
P 0.63 1.26 -3.06
O 0.10 2.02 -1.68
O 0.27 2.02 -4.26
O 0.07 -0.12 -2.74
H 1.85 -1.36 -2.50
H 0.61 2.83 -1.46
C -0.96 4.89 -0.65
O 0.24 4.29 -0.17
C 0.06 3.49 0.95
O -1.04 3.40 1.48
H -0.65 5.55 -1.46
H -1.45 5.46 0.14
H -1.65 4.13 -1.02
*
```

As for the HOMO-LUMO gap (spin up / spin down): 3.9 / 3.8 eV. The strongest force on any atom comes out at 1.5 eV/Å.